(1)
{
  "formula": "C4H8N2O2",
  "method": "ωB97M-V with the def2-TZVPD basis set",
  "max_force_ev_per_a": 3.9,
  "total_energy_ev": -11347.844,
  "smiles": "C=NOC(C)ON=C",
  "lumo_energy_ev": 1.18,
  "de_lowest_kcal_mol": 144.6,
  "symbols": ["C", "C", "C", "C", "H", "H", "H", "H", "H", "H", "H", "H", "N", "N", "O", "O"],
  "positions_angstrom": [[-0.063, -1.429, 1.746], [0.192, -0.418, 0.565], [-0.826, 2.896, 0.494], [0.735, -1.031, -2.809], [-0.136, -2.447, 1.328], [-0.964, -1.210, 2.303], [0.807, -1.434, 2.551], [1.140, 0.077, 0.510], [-1.901, 2.824, 0.383], [-0.207, 3.649, 0.804], [0.029, -1.847, -2.951], [1.168, -0.425, -3.547], [-0.140, 1.838, 0.395], [0.798, -0.442, -1.646], [-0.737, 0.617, 0.537], [0.105, -1.220, -0.662]]
}

***

(2)
{
  "formula": "C4H8N2O2",
  "method": "ωB97M-V with the def2-TZVPD basis set",
  "max_force_ev_per_a": 4.5,
  "total_energy_ev": -11351.224,
  "lumo_energy_ev": 0.66,
  "de_lowest_kcal_mol": 66.6,
  "symbols": ["C", "C", "C", "C", "N", "N", "O", "O", "H", "H", "H", "H", "H", "H", "H", "H"],
  "positions_angstrom": [[-1.075, -1.335, 0.979], [-0.412, -0.168, 0.987], [2.084, -0.295, 0.294], [0.382, 0.485, -0.059], [0.489, 1.877, 0.000], [0.150, 0.026, -1.390], [2.874, 0.392, 0.891], [2.131, -1.606, -0.156], [-1.642, -1.797, 1.758], [-0.898, -1.995, 0.186], [-0.643, 0.525, 1.821], [1.388, 2.212, -0.318], [0.178, 2.387, 0.887], [1.316, -1.630, -0.718], [0.903, -0.002, -2.014], [-0.687, 0.470, -1.706]]
}

***

(3)
{
  "formula": "C4H8N2O2",
  "method": "ωB97M-V with the def2-TZVPD basis set",
  "max_force_ev_per_a": 6.9,
  "total_energy_ev": -11347.830,
  "lumo_energy_ev": 0.19,
  "de_lowest_kcal_mol": 144.9,
  "symbols": ["C", "C", "C", "C", "H", "H", "H", "H", "H", "H", "H", "H", "N", "N", "O", "O"],
  "positions_angstrom": [[2.218, -1.395, -0.248], [0.791, 0.351, 0.321], [-0.397, -0.318, 0.783], [-1.614, -0.275, -0.101], [2.568, -1.529, -1.411], [1.180, -2.098, -0.083], [2.865, -1.850, 0.468], [1.056, 2.343, 1.318], [1.362, 2.194, -0.761], [-0.574, 0.204, 1.774], [-0.042, -1.238, 1.256], [-1.026, 1.726, -0.268], [1.884, 0.007, -0.358], [0.663, 1.879, 0.326], [-1.491, 0.711, -0.979], [-2.409, -1.101, 0.154]]
}

***

(4)
{
  "formula": "C4H8N2O2",
  "method": "ωB97M-V with the def2-TZVPD basis set",
  "max_force_ev_per_a": 5.0,
  "total_energy_ev": -11349.479,
  "smiles": "N[C@H]1C[C@H]1C(=O)NO",
  "lumo_energy_ev": 0.80,
  "de_lowest_kcal_mol": 106.9,
  "symbols": ["C", "C", "C", "C", "H", "H", "H", "H", "H", "H", "H", "H", "N", "N", "O", "O"],
  "positions_angstrom": [[-0.663, -1.046, 0.985], [-0.281, -1.889, -0.200], [0.550, -0.807, 0.271], [0.665, 0.290, -0.793], [-1.817, 0.480, 0.056], [-2.454, -0.296, 1.353], [-0.840, -1.523, 1.939], [-0.870, -1.848, -1.115], [-0.085, -2.860, 0.128], [1.549, -1.087, 0.768], [1.036, 2.273, -0.941], [-0.303, 1.124, 1.224], [-1.645, 0.089, 0.968], [0.575, 1.583, -0.403], [0.726, -0.109, -2.019], [0.479, 1.702, 0.902]]
}

***

(5)
{
  "formula": "C4H8N2O2",
  "method": "ωB97M-V with the def2-TZVPD basis set",
  "max_force_ev_per_a": 2.8,
  "total_energy_ev": -11347.515,
  "lumo_energy_ev": -2.15,
  "de_lowest_kcal_mol": 152.1,
  "symbols": ["C", "N", "C", "C", "N", "C", "O", "O", "H", "H", "H", "H", "H", "H", "H", "H"],
  "positions_angstrom": [[0.473, 1.099, 1.885], [0.252, -0.201, 1.490], [-0.452, -0.466, 0.313], [0.249, -0.627, -0.882], [-0.481, -0.996, -2.045], [-1.491, -0.140, -2.427], [1.480, -0.650, -0.978], [0.603, 1.448, 3.024], [0.520, 1.791, 1.028], [0.025, -0.848, 2.233], [-0.717, 1.682, -1.580], [-1.482, -0.789, 0.415], [-0.020, -1.473, -2.800], [-2.462, -0.192, -1.943], [-1.563, -0.090, -3.512], [-1.070, 0.924, -1.913]]
}

***

(6)
{
  "formula": "C4H8N2O2",
  "method": "ωB97M-V with the def2-TZVPD basis set",
  "max_force_ev_per_a": 5.6,
  "total_energy_ev": -11352.276,
  "smiles": "CO/C(C)=N/C(N)=O",
  "lumo_energy_ev": 0.88,
  "de_lowest_kcal_mol": 42.4,
  "symbols": ["C", "C", "C", "C", "N", "O", "N", "O", "H", "H", "H", "H", "H", "H", "H", "H"],
  "positions_angstrom": [[2.218, -1.232, 0.377], [0.383, 1.940, -0.195], [-1.882, -0.020, 0.099], [0.407, 0.462, -0.156], [-2.638, -0.981, -0.470], [1.858, -0.039, -0.269], [-0.349, -0.512, -0.065], [-2.306, 0.924, 0.713], [-3.638, -0.958, -0.347], [-2.201, -1.846, -0.735], [3.311, -1.262, 0.421], [1.811, -1.286, 1.396], [1.850, -2.101, -0.182], [0.795, 2.315, 0.742], [1.014, 2.289, -1.010], [-0.633, 2.307, -0.318]]
}

***

(7)
{
  "formula": "C4H8N2O2",
  "method": "ωB97M-V with the def2-TZVPD basis set",
  "max_force_ev_per_a": 6.6,
  "total_energy_ev": -11345.920,
  "smiles": "CNN=C1OCCO1",
  "lumo_energy_ev": 0.66,
  "de_lowest_kcal_mol": 188.9,
  "symbols": ["C", "C", "C", "C", "H", "H", "H", "H", "H", "H", "H", "H", "N", "N", "O", "O"],
  "positions_angstrom": [[-0.527, -1.538, 1.683], [0.379, 0.211, 0.042], [-1.029, 0.029, -1.651], [0.346, 0.894, -2.109], [0.564, -2.094, 1.541], [-1.220, -2.049, 2.315], [-1.032, -1.694, 0.649], [0.599, -0.371, 3.289], [-1.784, 0.702, -1.589], [-1.072, -1.037, -2.389], [0.842, 0.426, -3.193], [0.005, 2.168, -2.205], [-0.032, -0.070, 2.254], [0.739, 0.475, 1.201], [-0.738, -0.369, -0.314], [1.131, 0.811, -0.985]]
}

***

(8)
{
  "formula": "C4H8N2O2",
  "method": "ωB97M-V with the def2-TZVPD basis set",
  "max_force_ev_per_a": 4.2,
  "total_energy_ev": -11348.725,
  "smiles": "[H]/N=C/[C@H](O)/C=N/OC",
  "lumo_energy_ev": 0.98,
  "de_lowest_kcal_mol": 124.3,
  "symbols": ["C", "C", "C", "C", "N", "N", "O", "O", "H", "H", "H", "H", "H", "H", "H", "H"],
  "positions_angstrom": [[1.461, 2.363, -0.311], [0.801, 1.120, 0.515], [-1.668, -2.928, -0.342], [-0.513, 0.258, 0.270], [1.053, 3.523, -0.188], [-0.602, -1.034, 0.355], [1.835, 0.186, 0.566], [-1.791, -1.541, 0.014], [2.256, 1.948, -0.905], [0.819, 1.529, 1.488], [-0.947, -3.057, -1.065], [-2.713, -3.134, -0.693], [-1.574, -3.509, 0.581], [-1.329, 0.733, -0.123], [1.498, 4.238, -0.708], [1.414, -0.695, 0.546]]
}

***

(9)
{
  "formula": "C4H8N2O2",
  "method": "ωB97M-V with the def2-TZVPD basis set",
  "max_force_ev_per_a": 2.2,
  "total_energy_ev": -11348.488,
  "smiles": "C=NOC(C)ON=C",
  "lumo_energy_ev": 1.15,
  "de_lowest_kcal_mol": 129.7,
  "symbols": ["C", "C", "C", "C", "H", "H", "H", "H", "H", "H", "H", "H", "N", "N", "O", "O"],
  "positions_angstrom": [[0.374, -1.547, 0.927], [0.588, -0.112, 0.510], [-2.536, 0.698, 1.599], [1.613, 0.242, -2.757], [0.441, -1.682, 2.013], [1.153, -2.169, 0.453], [-0.593, -1.967, 0.709], [1.528, 0.376, 0.689], [-3.553, 0.410, 1.615], [-2.330, 1.520, 2.303], [0.657, 0.495, -3.342], [2.580, 0.364, -3.265], [-1.669, 0.107, 0.871], [1.645, 0.046, -1.509], [-0.424, 0.697, 1.138], [0.431, 0.039, -0.936]]
}

***

(10)
{
  "formula": "C4H8N2O3",
  "method": "ωB97M-V with the def2-TZVPD basis set",
  "max_force_ev_per_a": 2.7,
  "total_energy_ev": -13399.982,
  "smiles": "CC(=O)C(N)(N)C(=O)O",
  "lumo_energy_ev": 0.52,
  "de_lowest_kcal_mol": 39.3,
  "symbols": ["C", "C", "C", "C", "N", "N", "O", "O", "O", "H", "H", "H", "H", "H", "H", "H", "H"],
  "positions_angstrom": [[0.175, -0.412, -0.413], [-1.205, 1.695, 0.580], [1.585, -0.166, 0.102], [-0.753, 0.275, 0.768], [-0.073, 0.092, -1.740], [-0.166, -1.813, -0.429], [1.580, 0.122, 1.485], [2.577, 0.035, -0.581], [-1.139, -0.407, 1.715], [0.925, -0.346, 2.045], [-0.035, -2.337, 0.437], [0.811, 0.163, -2.245], [-0.611, -0.607, -2.251], [0.333, -2.410, -1.091], [-2.026, 1.904, 1.271], [-1.610, 1.844, -0.421], [-0.367, 2.367, 0.769]]
}